No. 1
20
Properties=species:S:1:pos:R:3:lowdin_spin:R:1 method="wB97M-V/def2-TZVPD" relative_energy_kj_mol=235.8 spin_multiplicity=2 s_squared=0.75 homo_ev="1.297 / -5.686" mol_weight_g_mol=103.169 total_energy_ev=-8825.206 charge=-1 fmax_ev_per_a=4.15 orbital_gap_ha="0.0971 / 0.3491"
C -0.737 0.609 -0.443 0.088
C -1.436 0.521 0.884 0.191
C -1.312 -0.782 1.652 0.140
N -1.630 -1.858 0.647 0.051
N 0.799 1.079 -0.133 0.009
C 1.664 0.771 -1.327 0.027
N 2.768 -0.177 -1.230 0.005
H -0.544 -0.314 -0.992 0.005
H -1.090 1.402 -1.163 0.047
H -1.217 1.393 1.546 0.042
H -2.643 0.734 0.751 0.126
H -0.313 -1.152 2.198 0.006
H -2.218 -0.758 2.362 0.100
H -1.933 -2.696 1.270 0.053
H -2.546 -1.546 0.353 0.080
H 1.105 2.074 -0.157 0.018
H 2.021 1.763 -1.643 0.005
H 1.148 0.319 -2.283 0.005
H 3.249 -0.175 -0.326 0.001
H 2.342 -1.068 -1.492 0.003



No. 2
20
Properties=species:S:1:pos:R:3:nbo_charge:R:1 method="wB97M-V/def2-TZVPD" relative_energy_kj_mol=210.4 homo_ev=-9.656 mol_weight_g_mol=103.169 total_energy_ev=-8827.232 charge=0 fmax_ev_per_a=1.54 orbital_gap_ha=0.3879
H -2.537 -0.095 0.834 0.271
N -1.909 0.573 1.330 -0.414
N -1.756 1.658 0.768 0.049
N -2.346 1.900 -0.406 -0.646
H -3.004 1.242 -0.820 0.356
H -2.115 2.764 -0.865 0.394
C 1.691 -1.002 1.133 -0.600
C 0.646 -0.551 0.120 -0.237
C 0.475 -1.575 -0.996 -0.602
C 0.967 0.824 -0.432 -0.614
H 2.667 -1.102 0.659 0.195
H 1.421 -1.966 1.562 0.204
H 1.773 -0.279 1.941 0.210
H -0.334 -0.445 0.678 0.216
H -0.285 -1.256 -1.706 0.197
H 1.412 -1.700 -1.540 0.198
H 0.186 -2.544 -0.592 0.204
H 0.288 1.107 -1.232 0.198
H 0.769 1.569 0.369 0.219
H 1.990 0.876 -0.803 0.202



No. 3
20
Properties=species:S:1:pos:R:3:nbo_charge:R:1 method="wB97M-V/def2-TZVPD" relative_energy_kj_mol=488.4 homo_ev="-9.501 / -9.499" mol_weight_g_mol=103.169 total_energy_ev=-8824.350 charge=0 fmax_ev_per_a=1.44 orbital_gap_ha="0.3264 / 0.3257"
C -0.909 -0.187 0.212 -0.218
C -0.617 -0.892 -1.116 -0.617
C -0.970 1.330 0.017 -0.606
C -2.198 -0.719 0.844 -0.602
H -0.085 -0.401 0.903 0.188
H 0.295 -0.501 -1.574 0.213
H -0.506 -1.971 -0.979 0.202
H -0.044 1.704 -0.423 0.218
H -3.055 -0.519 0.195 0.199
H -1.437 -0.734 -1.822 0.205
H -1.139 1.842 0.967 0.204
H -1.789 1.596 -0.658 0.197
H -2.390 -0.244 1.809 0.206
H -2.145 -1.798 1.006 0.204
N 2.815 -0.660 0.432 -0.282
N 2.783 0.865 -0.746 -0.394
N 2.503 0.624 0.631 -0.312
H 3.081 1.107 1.318 0.351
H 2.043 -1.034 -0.124 0.338
H 3.764 0.594 -0.893 0.307



No. 4
20
Properties=species:S:1:pos:R:3:nbo_charge:R:1 method="wB97M-V/def2-TZVPD" relative_energy_kj_mol=149.3 homo_ev=-7.680 mol_weight_g_mol=103.169 total_energy_ev=-8827.865 charge=0 fmax_ev_per_a=3.83 orbital_gap_ha=0.3096
H -2.078 -0.783 -1.624 0.344
N -1.880 -1.050 -0.664 -0.745
C -1.934 -0.106 0.202 0.326
N -2.279 1.187 0.004 -0.808
H -1.608 -0.356 1.202 0.175
H -2.494 1.507 -0.923 0.395
H -2.159 1.858 0.740 0.403
C 1.172 1.056 1.061 -0.625
C 1.118 0.590 -0.384 -0.441
C 1.519 -1.095 -0.593 -0.178
N 0.617 -2.060 -0.124 -0.893
H 0.456 0.528 1.698 0.184
H 0.984 2.132 1.152 0.202
H 2.156 0.863 1.493 0.208
H 0.210 0.900 -0.901 0.180
H 1.926 1.059 -0.951 0.190
H 2.498 -1.168 -0.113 0.172
H 1.617 -1.176 -1.677 0.171
H 0.634 -2.099 0.890 0.336
H -0.473 -1.786 -0.488 0.403



No. 5
20
Properties=species:S:1:pos:R:3:lowdin_spin:R:1 method="wB97M-V/def2-TZVPD" relative_energy_kj_mol=184.3 spin_multiplicity=2 s_squared=0.76 homo_ev="-13.741 / -13.649" mol_weight_g_mol=103.169 total_energy_ev=-8819.094 charge=+1 fmax_ev_per_a=3.45 orbital_gap_ha="0.3888 / 0.1913"
N 1.357 1.899 -0.135 0.597
C 0.328 0.950 -0.170 0.151
C 0.552 -0.216 0.863 0.023
C 0.356 -1.736 0.695 0.001
N 0.585 -2.171 -0.694 0.047
C -1.161 1.348 -0.002 0.035
N -2.009 0.390 -0.755 0.001
H 1.541 2.492 -0.951 0.019
H 2.276 1.533 0.140 0.013
H 0.489 0.283 -1.069 0.094
H 0.189 0.085 1.851 0.005
H 1.606 -0.042 1.197 0.001
H 1.125 -2.025 1.426 0.001
H -0.669 -2.035 0.918 0.000
H 1.197 -2.990 -0.624 0.001
H -0.224 -2.714 -0.991 0.000
H -1.460 1.312 1.047 0.009
H -1.330 2.373 -0.372 0.000
H -2.966 0.710 -0.643 0.000
H -1.781 0.554 -1.730 0.001



No. 6
21
Properties=species:S:1:pos:R:3:nbo_charge:R:1 method="wB97M-V/def2-TZVPD" relative_energy_kj_mol=1057.9 homo_ev=-7.645 mol_weight_g_mol=119.168 total_energy_ev=-10866.713 charge=0 fmax_ev_per_a=4.69 orbital_gap_ha=0.1335
C 1.416 -2.064 0.000 -0.435
N 2.571 -1.320 0.490 -0.754
C -0.297 0.729 -0.237 -0.127
C 0.895 0.983 0.713 -0.085
O 2.062 0.964 -0.079 -0.625
N -1.495 -0.003 0.339 -0.291
C -1.503 1.545 0.070 -0.296
N -3.440 -0.276 -1.074 -0.917
H 0.451 -1.580 0.351 0.191
H 1.355 -3.061 0.315 0.196
H 1.383 -2.057 -1.107 0.185
H 3.531 -1.846 0.388 0.356
H -0.235 0.392 -1.305 0.253
H 0.875 0.284 1.526 0.199
H 0.712 1.985 1.152 0.221
H 2.489 -0.220 0.066 0.419
H -2.352 -0.358 -0.475 0.326
H -2.061 1.864 -0.817 0.249
H -1.570 2.092 1.005 0.217
H -3.652 -0.975 -1.744 0.366
H -3.942 -0.203 -0.277 0.350



No. 7
21
Properties=species:S:1:pos:R:3:nbo_charge:R:1 method="wB97M-V/def2-TZVPD" relative_energy_kj_mol=242.5 homo_ev=-7.426 mol_weight_g_mol=119.168 total_energy_ev=-10875.164 charge=0 fmax_ev_per_a=3.38 orbital_gap_ha=0.3033
C 0.167 -0.697 -1.760 -0.750
C 0.904 -1.119 -0.564 0.323
O 2.263 -1.193 -0.733 -0.691
C 0.414 -1.082 0.709 0.088
N 1.331 -1.386 1.775 -0.871
N -0.971 -1.188 1.017 -0.864
H -0.067 0.515 -1.492 0.308
H 0.750 -0.878 -2.657 0.231
H -0.803 -1.184 -1.841 0.212
H 2.639 -1.200 0.165 0.497
H 1.035 -0.929 2.629 0.374
H 1.367 -2.384 1.972 0.359
H -1.579 -0.669 0.401 0.367
H -1.306 -2.144 1.089 0.361
C -1.432 2.397 -0.102 -0.407
N -0.116 1.855 -0.421 -0.839
H -2.179 1.636 -0.322 0.184
H -1.628 3.272 -0.723 0.196
H -1.541 2.688 0.950 0.176
H 0.596 2.574 -0.354 0.368
H 0.156 1.115 0.264 0.378



No. 8
21
Properties=species:S:1:pos:R:3:nbo_charge:R:1 method="wB97M-V/def2-TZVPD" relative_energy_kj_mol=78.9 homo_ev=-9.328 mol_weight_g_mol=119.168 total_energy_ev=-10876.859 charge=0 fmax_ev_per_a=0.38 orbital_gap_ha=0.3679
C -2.742 -0.602 -2.399 -0.717
C -2.727 0.618 -1.515 0.671
N -1.744 0.679 -0.571 -0.831
O -3.518 1.525 -1.669 -0.610
H -2.093 -0.446 -3.257 0.238
H -3.757 -0.728 -2.755 0.244
H -2.411 -1.507 -1.893 0.213
H -1.805 1.407 0.120 0.401
H -1.195 -0.134 -0.350 0.387
C 1.782 1.352 1.330 -0.424
N 2.611 0.241 0.899 -0.636
C 1.883 -0.991 0.669 -0.048
N 1.411 -1.640 1.885 -0.828
H 2.344 2.278 1.224 0.210
H 0.844 1.463 0.766 0.159
H 1.519 1.264 2.383 0.188
H 3.121 0.495 0.063 0.359
H 2.562 -1.680 0.164 0.187
H 1.002 -0.843 0.027 0.132
H 2.194 -1.694 2.532 0.358
H 0.719 -1.059 2.346 0.346



No. 9
21
Properties=species:S:1:pos:R:3:nbo_charge:R:1 method="wB97M-V/def2-TZVPD" relative_energy_kj_mol=320.2 homo_ev=-7.615 mol_weight_g_mol=119.168 total_energy_ev=-10874.359 charge=0 fmax_ev_per_a=1.12 orbital_gap_ha=0.3114
C -1.118 0.470 -0.551 0.294
C 0.493 0.477 1.370 0.240
C -0.171 -1.854 -1.360 -0.426
C 1.660 1.349 1.818 -0.633
N 0.151 0.752 0.014 -0.669
N -1.349 -1.024 -1.099 -0.655
N -1.374 1.048 -1.814 -1.042
O 0.770 -0.916 1.654 -0.741
H 1.645 -1.123 1.304 0.457
H 0.886 0.915 -0.659 0.388
H -2.031 -1.520 -0.532 0.388
H -1.873 0.576 0.250 0.141
H -0.387 0.677 1.987 0.171
H -1.674 -0.283 -2.061 0.465
H -1.851 1.940 -1.773 0.357
H 0.333 -2.129 -0.435 0.208
H -0.478 -2.758 -1.887 0.204
H 0.502 -1.284 -2.001 0.209
H 2.540 1.153 1.197 0.198
H 1.407 2.404 1.724 0.225
H 1.918 1.130 2.853 0.221



No. 10
21
Properties=species:S:1:pos:R:3:nbo_charge:R:1 method="wB97M-V/def2-TZVPD" relative_energy_kj_mol=491.1 homo_ev=-7.811 mol_weight_g_mol=119.168 total_energy_ev=-10872.588 charge=0 fmax_ev_per_a=3.41 orbital_gap_ha=0.2980
H -0.322 2.602 -1.140 0.308
N -0.708 1.654 -1.004 -0.440
N -0.077 0.702 -1.531 0.113
N 0.875 0.972 -2.411 -0.598
H 1.354 0.167 -2.782 0.398
H 1.356 1.873 -2.392 0.363
C 0.692 0.041 1.608 -0.299
C 1.338 -0.341 0.482 -0.274
C 1.276 -1.728 -0.078 -0.641
H 0.217 -0.692 2.243 0.189
H 0.920 0.984 2.079 0.194
H 2.080 0.321 0.049 0.175
H 2.273 -2.162 -0.186 0.205
H 0.684 -2.377 0.565 0.214
H 0.809 -1.730 -1.067 0.196
C -2.329 -0.347 1.055 -0.247
O -1.552 0.804 1.267 -0.797
H -1.844 -1.026 0.342 0.148
H -2.456 -0.882 2.004 0.167
H -3.312 -0.089 0.650 0.157
H -1.276 1.252 0.245 0.468



No. 11
21
Properties=species:S:1:pos:R:3:nbo_charge:R:1 method="wB97M-V/def2-TZVPD" relative_energy_kj_mol=57.3 homo_ev=-18.420 mol_weight_g_mol=119.168 total_energy_ev=-10859.015 charge=+2 fmax_ev_per_a=4.40 orbital_gap_ha=0.3437
C 1.595 -0.025 0.242 0.409
C 0.237 -0.473 0.632 0.436
C 3.992 -0.549 0.005 -0.444
C -3.966 0.252 -0.813 -0.434
N 1.801 1.125 -0.353 -0.687
N 2.638 -0.842 0.394 -0.453
N -3.318 0.313 0.488 -0.711
O -0.600 0.355 0.465 -0.513
H 4.058 -0.937 -0.992 0.245
H 4.242 0.451 0.091 0.225
H 4.648 -1.262 0.501 0.265
H -5.121 0.313 -0.577 0.254
H -3.668 1.005 -1.456 0.236
H -3.843 -0.702 -1.268 0.236
H 0.966 1.719 -0.539 0.451
H 2.662 1.441 -0.711 0.445
H -3.492 1.251 0.824 0.463
H 2.697 -1.813 0.639 0.455
H -3.379 -0.599 0.915 0.461
H 0.113 -1.561 1.059 0.208
H -2.263 0.537 0.456 0.454



No. 12
21
Properties=species:S:1:pos:R:3:nbo_charge:R:1 method="wB97M-V/def2-TZVPD" relative_energy_kj_mol=302.7 homo_ev=-9.052 mol_weight_g_mol=135.236 total_energy_ev=-19661.685 charge=0 fmax_ev_per_a=4.27 orbital_gap_ha=0.3116
C 1.374 -1.005 -2.087 -0.431
N 1.353 -0.653 -0.682 -0.504
C 2.269 0.007 -0.116 0.289
N 2.132 0.417 1.210 -0.812
H 2.021 -0.365 -2.717 0.172
H 0.393 -0.788 -2.497 0.195
H 1.613 -2.062 -2.213 0.208
H 0.284 1.474 -1.029 0.136
H 3.227 0.246 -0.599 0.141
H 1.176 0.744 1.380 0.401
H 2.802 1.125 1.484 0.375
C -1.679 -0.620 0.778 -0.259
C -2.008 0.568 -0.136 -0.559
S -1.062 2.065 0.259 -0.075
N -1.897 -0.363 2.224 -0.813
H -0.615 -0.817 0.635 0.228
H -2.299 -1.498 0.601 0.197
H -3.080 0.809 -0.116 0.210
H -1.783 0.273 -1.157 0.222
H -2.855 -0.015 2.247 0.332
H -1.369 0.455 2.531 0.348